Entry from the Open Molecules 2025 dataset: the molecule C4H5Cl2F in a non-equilibrium geometry (wB97M-V/def2-TZVPD).

## Properties
F_max (eV/Å): 3.278
E (Eh): -1175.62033
Total charge: 0
Orbital gap (Ha): 0.386

Cartesian coordinates (Å):
1 C 1.332 -0.729 -0.236
2 C 0.714 0.598 -0.045
3 C -0.828 0.621 0.044
4 C -1.779 -0.337 0.103
5 H 1.110 -1.452 0.647
6 H 2.371 -0.591 -0.268
7 H 0.962 -1.214 -1.139
8 H 1.151 1.356 -0.717
9 H -1.363 -1.345 -0.006
10 F 1.116 0.820 1.240
11 Cl -1.305 2.354 0.005
12 Cl -3.481 -0.081 0.373

Charge distribution, Löwdin scheme, values in e: -0.0625 -0.4592 -0.5989 -0.5803 0.1308 0.0630 0.0880 0.1417 0.0780 -0.0231 0.6117 0.6109

***

Entry from the Open Molecules 2025 dataset: the molecule C4H5Cl2FS in a non-equilibrium geometry (wB97M-V/def2-TZVPD).

## Properties
F_max (eV/Å): 1.933
E (Eh): -1573.81362
Total charge: 0
Orbital gap (Ha): 0.301

Cartesian coordinates (Å):
1 C -0.162 -0.287 -1.652
2 C 0.011 0.790 -0.575
3 C 0.688 0.242 0.667
4 C -0.296 -0.300 1.646
5 H 0.744 -0.885 -1.908
6 H -0.531 -0.007 -2.599
7 H -0.848 -1.045 -1.325
8 H -0.917 1.234 -0.328
9 H -1.306 -0.097 1.299
10 F 0.803 1.826 -1.034
11 S 2.293 0.227 0.846
12 Cl -0.295 0.445 3.230
13 Cl -0.183 -2.142 1.734

Charge distribution, Löwdin scheme, values in e: -0.0195 -0.4132 -0.8190 -1.1138 0.1045 0.0651 0.0717 0.1299 0.0457 -0.0376 0.8306 0.6205 0.5353

***

Entry from the Open Molecules 2025 dataset: the ion C4H5Cl2N4O2 with charge +1 in a non-equilibrium geometry (wB97M-V/def2-TZVPD).

## Properties
F_max (eV/Å): 3.482
E (Eh): -1444.89125
Total charge: +1
Orbital gap (spin up / spin down) (Ha): 0.288 / 0.288

Cartesian coordinates (Å):
1 C -1.596 -1.849 0.068
2 C 0.589 -1.495 -0.846
3 C 1.596 -1.046 0.081
4 C -1.789 -0.428 0.561
5 N -0.527 -2.225 -0.478
6 N -0.743 0.259 0.776
7 N 1.798 -1.496 1.345
8 N 0.762 -1.139 -2.155
9 O 0.870 -2.349 1.825
10 O 2.803 -1.222 1.985
11 Cl -3.609 -0.235 0.916
12 Cl 2.696 0.044 -0.579
13 H -2.490 -2.479 0.186
14 H -0.690 1.235 1.268
15 H 1.474 -0.493 -2.466
16 H 1.240 -2.555 2.731
17 H 0.089 -1.548 -2.883

Charge distribution, Löwdin scheme, values in e: -0.1108 -0.2864 -0.5960 -0.6276 0.1609 0.1500 -0.2983 0.1796 0.1278 0.0894 0.6038 0.8815 0.1187 0.1599 0.0732 0.1890 0.1852

***

Entry from the Open Molecules 2025 dataset: the molecule C4H5Cl2NO2S2 in a non-equilibrium geometry (wB97M-V/def2-TZVPD).

## Properties
F_max (eV/Å): 5.054
E (Eh): -2077.26003
Total charge: 0
Orbital gap (Ha): 0.308

Cartesian coordinates (Å):
1 C 1.859 1.215 -0.457
2 C -1.476 0.238 -0.290
3 C 1.026 1.835 0.282
4 C -0.133 2.657 -0.126
5 N -1.466 -1.764 1.267
6 O -3.664 -0.543 1.225
7 O -2.985 -1.818 -0.725
8 S -1.682 1.751 0.457
9 S -2.632 -0.954 0.336
10 Cl 1.333 2.010 1.993
11 Cl -0.352 2.884 -1.889
12 H 2.650 0.448 -0.224
13 H 1.407 1.213 -1.503
14 H -0.272 3.534 0.486
15 H -1.253 -1.110 1.990
16 H -0.598 -1.886 0.718

Charge distribution, Löwdin scheme, values in e: -0.0336 -0.4287 -0.8999 -0.9299 -0.0522 -0.3181 -0.2942 0.8972 0.4061 0.6721 0.6314 0.1081 0.0658 0.0515 0.0440 0.0803

***

One value per record, in order, for relative energy (zero: lowest compared OMol25 entry of this formula, charge and spin): 14.42, 12.14, 0.00, 66.40 kcal per mole.